[1]
# C33H58N10OPS

A structure of composition C33H58N10OPS in a non-equilibrium geometry (the ωB97M-V functional and the def2-TZVPD basis, the Open Molecules 2025 dataset).

The geometry in XYZ format:
```
104
Properties=species:S:1:pos:R:3:forces:R:3:lowdin_charge:R:1
C 3.842 1.030 1.289 -2.3992 1.0615 -0.9837 -0.04
C 2.716 1.926 1.292 2.1646 -1.0827 0.4875 -0.15
C 1.206 1.613 0.840 0.2530 0.6935 -0.2828 -0.17
C 0.994 0.589 -0.374 -1.2939 3.2186 -1.5423 -0.36
C 1.935 1.114 -1.622 -0.5573 -0.5474 -0.9602 -0.05
C 1.408 2.480 -2.293 -1.5725 0.8889 -3.3464 -0.31
C 1.637 3.976 -1.737 -0.5461 -0.7423 1.2039 -0.05
N 0.737 2.367 -3.462 2.0936 0.5249 3.6211 0.10
C -0.596 0.709 -0.796 0.0016 1.6863 0.2244 -0.12
O -0.885 0.154 -2.106 1.3427 -1.0979 2.0840 -0.15
C -0.404 -1.219 -2.174 -0.5620 -1.1394 -0.6520 -0.13
C 0.249 -1.804 -0.825 -2.3688 -1.4415 -1.1418 -0.29
C 0.859 -3.265 -1.154 -0.0335 -0.6603 -0.6438 -0.16
C -0.278 -4.318 -1.702 0.2800 -0.1184 0.6223 -0.18
C -1.361 -4.614 -0.526 -0.7783 0.0179 -0.1494 -0.19
C -2.872 -4.118 -0.896 -0.1064 0.5889 1.1218 -0.17
C -3.278 -2.794 -0.008 0.2315 0.7164 -1.8644 -0.25
C -4.881 -2.453 -0.083 -0.3902 3.4255 -2.4169 -0.32
C -5.211 -1.454 -1.359 1.0851 -0.1546 0.3962 -0.12
N 1.269 -0.864 -0.156 -0.9077 -0.8720 -3.0881 -0.20
P 1.459 -1.476 1.508 4.0099 -1.8512 2.7346 0.57
S 3.192 -2.421 1.618 -0.2460 5.7599 -5.0196 0.45
H 4.732 1.051 2.022 -1.3514 0.7013 -1.7161 0.08
H 3.873 0.216 0.462 -0.2059 0.9882 2.2306 0.02
H 2.938 3.026 1.620 -0.8848 -2.3374 0.2342 0.11
H 0.503 1.281 1.717 1.5837 0.6960 -1.2668 0.12
H 0.756 2.638 0.496 0.6963 -2.1125 0.5120 0.07
H 1.877 0.300 -2.464 -0.0611 1.6150 1.3798 0.13
H 3.048 1.192 -1.345 -1.8243 0.0490 -0.0342 0.12
H 0.728 4.205 -1.032 1.9318 -0.4319 -1.3070 0.03
H 2.596 4.045 -1.104 -1.3976 0.0252 -1.0782 0.09
H 1.597 4.786 -2.562 0.2855 -1.6190 1.1807 0.08
H 0.451 3.324 -3.790 0.4319 -0.9877 0.4912 0.06
H -1.300 0.308 0.052 1.3436 0.3408 -1.4597 0.15
H -0.852 1.849 -0.864 0.5831 -2.1630 0.0391 0.13
H -1.342 -1.881 -2.408 1.7534 1.1010 0.5790 0.13
H 0.313 -1.393 -3.083 -1.0715 0.6862 1.6503 0.15
H -0.632 -1.969 -0.072 1.6830 0.5216 -1.3342 0.11
H 1.325 -3.786 -0.224 -0.6185 1.1733 -1.5798 0.09
H 1.655 -3.179 -2.003 -1.1435 0.0212 1.6680 0.13
H -0.770 -3.937 -2.678 0.7566 -0.6225 1.7446 0.11
H 0.256 -5.316 -1.966 -0.7438 1.8837 0.4344 0.12
H -1.049 -4.053 0.449 -0.4190 -1.1087 -1.6214 0.09
H -1.429 -5.749 -0.273 0.4090 2.0421 -0.5131 0.12
H -3.647 -4.935 -0.609 1.4401 1.3479 -0.7873 0.11
H -2.938 -3.846 -2.016 -0.0507 -0.5815 1.7681 0.11
H -2.899 -2.878 1.081 -0.4888 0.1906 -1.9728 0.10
H -2.737 -1.903 -0.510 -0.6742 -1.0427 0.6879 0.08
H -5.561 -3.385 -0.074 0.8244 2.4721 -1.6388 0.10
H -5.125 -1.852 0.889 0.2227 -1.0192 -1.8656 0.11
H -4.384 -1.665 -2.156 -1.7770 0.4324 1.0143 0.06
H -6.276 -1.606 -1.773 1.8206 0.2210 0.5933 0.07
H -5.073 -0.358 -1.027 -0.3090 -1.6033 -0.6467 0.06
H 2.171 -1.083 -0.662 -0.4506 0.0671 1.1933 0.13
H 0.466 -2.516 1.757 -0.1056 1.3831 -0.8211 0.02
H 1.358 -0.556 2.585 -0.2235 -0.2148 -0.5246 0.00
C -1.594 6.723 -0.503 0.1233 -1.0686 0.1734 -0.08
C -1.239 5.325 -0.075 0.7754 -3.8162 1.2601 -0.18
N -0.956 4.207 0.266 -1.4845 5.2896 -1.4912 0.11
H -0.692 7.260 -0.803 -0.1280 -0.1257 0.0441 0.02
H -2.286 6.690 -1.347 0.1128 -0.1552 0.0758 0.08
H -2.067 7.256 0.324 0.1039 -0.1799 -0.1028 0.06
C -5.193 -5.772 3.146 -0.1496 0.5349 -0.8658 -0.06
C -4.923 -4.726 2.098 0.6415 2.7385 -2.7168 -0.06
N -4.707 -3.884 1.255 -0.7249 -9.0634 10.0266 -0.03
H -6.048 -6.385 2.851 0.1061 0.0832 -0.0913 0.08
H -4.318 -6.416 3.263 -0.0596 0.1630 -0.0325 0.08
H -5.412 -5.292 4.102 0.0836 -0.1350 -0.3289 0.02
C 3.134 2.954 -6.169 0.9761 -0.2223 -0.3980 -0.08
C 4.514 2.725 -6.725 3.9748 -0.6253 -1.6134 -0.24
N 5.615 2.543 -7.168 -5.2684 0.8685 2.1425 0.11
H 2.388 2.815 -6.954 0.1445 -0.0101 0.0605 0.08
H 2.936 2.246 -5.361 0.0320 0.0798 -0.1094 0.06
H 3.054 3.970 -5.778 0.1018 -0.1147 -0.0603 0.06
C 1.772 7.443 -5.222 -0.5668 0.2446 0.8321 -0.06
C 0.957 7.719 -3.985 -2.3331 0.7904 3.5407 -0.22
N 0.308 7.939 -3.000 3.1195 -1.1528 -4.7164 0.13
H 2.622 8.127 -5.267 -0.1346 -0.0602 0.0781 0.08
H 2.142 6.416 -5.201 -0.0735 0.1261 0.0705 0.06
H 1.155 7.582 -6.112 0.0158 0.0059 0.1668 0.08
C -4.871 -1.652 4.750 0.1810 -0.9543 0.3006 -0.06
C -4.551 -3.055 5.192 0.9736 -3.9261 1.3295 -0.21
N -4.295 -4.175 5.544 -1.0914 5.5518 -1.5064 0.12
H -3.953 -1.133 4.465 -0.0746 -0.1436 0.0507 0.08
H -5.547 -1.678 3.893 0.0939 -0.0965 0.0932 0.07
H -5.350 -1.106 5.565 0.0703 -0.1502 -0.0497 0.08
C 2.750 -4.589 5.508 -0.0051 0.7289 -0.7687 -0.03
C 2.746 -3.963 4.138 0.1057 1.5995 -3.2516 -0.08
N 2.744 -3.453 3.036 -1.5585 -8.1145 10.3911 -0.30
H 2.573 -3.824 6.267 0.0459 -0.0415 -0.0961 0.09
H 1.964 -5.344 5.573 0.0778 0.1081 -0.1572 0.09
H 3.716 -5.063 5.697 -0.0584 0.0995 -0.1472 0.09
C -0.265 7.714 3.513 0.0087 0.4408 -0.9272 -0.06
C -0.250 8.349 2.148 0.1207 1.9013 -3.8447 -0.22
N -0.238 8.856 1.059 0.0269 -2.3426 5.3583 0.13
H -0.440 8.475 4.276 0.0193 -0.0388 -0.1654 0.08
H -1.059 6.966 3.567 0.0768 0.1083 -0.0805 0.08
H 0.694 7.229 3.708 -0.0955 0.0958 -0.1035 0.08
C 5.545 -5.182 1.984 0.9868 -0.1717 -0.3898 -0.10
C 6.926 -5.404 1.426 3.9793 -0.6449 -1.5969 -0.23
N 8.027 -5.581 0.982 -5.2884 0.8591 2.1311 0.11
H 4.800 -5.320 1.198 0.1352 0.0159 0.0535 0.07
H 5.349 -5.895 2.788 0.1046 0.0329 -0.1183 0.07
H 5.462 -4.168 2.380 0.1122 -0.1019 -0.0878 0.04
```
Forces are in eV/Å.

Computed properties:
F_max   13.535 eV/Å
E_LUMO   -2.56 eV
HOMO   -8.5 eV
Orbital gap   5.93 eV
Charge   +1
E_tot   -2653.63298 a.u.

***

[2]
# C33H58NO10P

A cluster of 7 separate species, C33H58NO10P in total in a non-equilibrium geometry (the ωB97M-V functional and the def2-TZVPD basis, the Open Molecules 2025 dataset).

The geometry in XYZ format:
```
103
Properties=species:S:1:pos:R:3:forces:R:3:lowdin_charge:R:1
C 4.509 1.354 0.859 -0.4344 0.0579 0.0993 0.00
C 4.123 0.330 -0.165 0.3920 -0.2384 -0.0691 -0.12
C 4.937 -0.597 -0.685 -0.0136 0.2494 0.0440 -0.11
C 6.382 -0.776 -0.336 -0.2663 0.0802 0.4355 -0.02
C 6.629 -2.082 0.407 -0.0146 -0.0536 -0.1417 -0.49
O 7.697 -2.593 0.518 0.2412 -0.1424 -0.0886 0.15
O 5.501 -2.601 0.993 -0.4008 0.1093 -0.4596 0.08
C 4.378 -1.577 -1.666 -0.0837 -0.0169 0.0234 -0.34
O 5.024 -1.993 -2.600 0.1700 -0.2503 0.1009 0.13
C 2.977 -2.000 -1.397 -0.0276 0.2346 0.2826 0.02
C 2.171 -1.083 -0.866 -0.2832 0.1240 -0.4750 -0.25
P 0.487 -1.546 -0.376 -0.2458 -1.3983 1.2263 0.77
N 0.558 -2.933 0.367 -0.1043 0.1237 -0.2955 -0.30
C 2.711 0.288 -0.643 -0.0359 0.0729 -0.1371 -0.35
O 2.047 1.276 -0.859 -0.0552 -0.0083 0.3232 0.12
H 5.043 0.881 1.682 0.1666 0.0961 -0.0593 0.07
H 5.086 2.176 0.438 0.1441 -0.0386 -0.0072 0.10
H 3.609 1.788 1.295 -0.0037 0.0605 -0.0632 0.09
H 6.690 0.012 0.354 0.1734 0.1005 -0.1744 0.13
H 7.026 -0.773 -1.212 0.0550 0.0463 0.0077 0.14
H 5.287 -3.463 0.611 0.2696 -0.1709 0.3561 0.14
H 2.673 -3.023 -1.582 -0.0254 0.0171 -0.1986 0.12
H -0.301 -1.607 -1.532 0.1672 0.5157 -0.1781 0.00
H -0.009 -0.550 0.475 0.0468 0.5316 -0.5323 0.01
H 0.231 -2.845 1.322 0.0676 -0.0939 0.0376 -0.06
C -4.117 0.827 -3.359 0.2441 -0.0246 0.1256 -0.18
C -4.438 -0.659 -3.473 -0.0495 -0.0156 0.0777 -0.17
C -3.159 -1.296 -2.945 0.0345 0.0198 -0.0624 -0.21
O -2.624 -0.387 -1.978 0.0279 -0.0026 0.0096 -0.18
C -3.308 0.868 -2.069 -0.0666 -0.0442 0.0424 -0.20
H -4.993 1.464 -3.329 -0.0487 0.0207 -0.0177 0.10
H -3.499 1.141 -4.202 -0.0291 0.0206 -0.0173 0.12
H -5.281 -0.911 -2.825 0.0070 -0.0161 -0.0031 0.12
H -4.682 -0.976 -4.485 -0.0043 0.0349 -0.0211 0.11
H -2.423 -1.427 -3.746 -0.0318 -0.0274 -0.0228 0.12
H -3.326 -2.263 -2.469 0.0326 0.0107 0.0390 0.12
H -3.961 0.970 -1.195 -0.0107 0.0404 -0.0140 0.12
H -2.574 1.675 -2.048 0.0427 -0.0360 0.0177 0.12
C 5.601 -1.424 6.127 -0.1032 0.0452 -0.0811 -0.17
C 6.478 -1.555 4.886 0.1105 0.1266 0.0131 -0.15
C 5.533 -1.088 3.792 -0.1289 -0.0772 0.0762 -0.20
O 4.666 -0.117 4.390 0.0150 0.0145 -0.0242 -0.15
C 4.815 -0.157 5.811 0.0979 0.0572 0.0482 -0.20
H 6.164 -1.348 7.057 0.0172 0.0175 -0.0039 0.11
H 4.932 -2.282 6.203 0.0172 -0.0244 -0.0154 0.11
H 7.336 -0.880 4.959 -0.0154 0.0096 -0.0084 0.12
H 6.848 -2.563 4.722 -0.0386 -0.0474 0.0292 0.10
H 4.925 -1.912 3.412 0.0414 -0.0158 -0.0450 0.11
H 6.054 -0.628 2.949 -0.0126 0.0167 0.0086 0.10
H 5.359 0.739 6.131 -0.0100 -0.0160 0.0480 0.12
H 3.825 -0.141 6.272 -0.0233 0.0111 -0.0394 0.11
C -8.240 2.067 -6.362 0.0725 0.0681 0.0444 -0.16
C -7.372 1.546 -7.504 -0.0449 -0.1138 0.0140 -0.16
C -5.985 1.584 -6.876 0.0105 0.0870 0.0119 -0.20
O -6.168 1.349 -5.477 -0.1197 0.0192 -0.1391 -0.17
C -7.557 1.448 -5.150 -0.0261 -0.1226 -0.0461 -0.20
H -9.288 1.785 -6.444 0.0000 -0.0236 -0.0081 0.12
H -8.184 3.155 -6.320 -0.0388 0.0111 -0.0027 0.09
H -7.647 0.517 -7.748 0.0181 0.0005 -0.0102 0.11
H -7.440 2.141 -8.413 -0.0007 0.0330 0.0146 0.11
H -5.517 2.566 -7.007 -0.0042 -0.0039 -0.0450 0.12
H -5.313 0.825 -7.278 0.0193 -0.0093 0.0411 0.12
H -7.940 0.442 -4.945 -0.0318 0.0190 0.0146 0.12
H -7.668 2.049 -4.245 0.0468 -0.0004 0.0093 0.12
C -8.549 7.604 -7.534 -0.0726 -0.0034 -0.0502 -0.17
C -9.480 7.479 -6.330 0.0743 -0.0031 0.0522 -0.17
C -9.955 6.038 -6.457 -0.0402 0.0046 -0.0687 -0.20
O -8.881 5.312 -7.061 0.0053 0.0671 -0.0212 -0.16
C -7.904 6.225 -7.567 0.0422 0.0014 0.0778 -0.20
H -7.820 8.407 -7.444 0.0069 -0.0001 0.0214 0.11
H -9.131 7.771 -8.443 0.0085 -0.0038 -0.0055 0.11
H -8.916 7.611 -5.405 -0.0084 -0.0047 0.0046 0.11
H -10.301 8.194 -6.332 -0.0074 0.0013 -0.0220 0.11
H -10.835 5.965 -7.106 -0.0211 0.0265 0.0251 0.12
H -10.197 5.581 -5.497 0.0206 -0.0393 -0.0076 0.12
H -7.020 6.186 -6.922 0.0185 0.0307 -0.0247 0.12
H -7.613 5.914 -8.571 -0.0194 -0.0411 0.0015 0.12
C 7.373 -5.753 8.034 -0.0422 -0.0690 -0.0291 -0.17
C 8.262 -5.885 6.799 0.0426 0.0757 0.0305 -0.17
C 7.323 -5.421 5.694 -0.0646 -0.0547 -0.0096 -0.20
O 6.450 -4.455 6.287 0.0337 -0.1208 0.0487 -0.17
C 6.585 -4.491 7.709 0.0605 0.0618 -0.0089 -0.21
H 7.927 -5.674 8.968 0.0156 0.0132 -0.0041 0.11
H 6.701 -6.610 8.107 -0.0059 0.0058 0.0038 0.11
H 9.117 -5.210 6.879 -0.0003 -0.0010 -0.0101 0.11
H 8.639 -6.893 6.635 -0.0168 -0.0137 0.0034 0.11
H 6.719 -6.250 5.311 0.0337 -0.0199 -0.0138 0.12
H 7.847 -4.959 4.855 -0.0277 0.0304 -0.0044 0.12
H 7.124 -3.594 8.034 -0.0029 -0.0133 0.0429 0.11
H 5.592 -4.478 8.161 -0.0200 0.0150 -0.0327 0.12
C 0.235 -0.210 5.442 0.0565 0.0808 -0.0275 -0.17
C -0.971 0.604 4.975 -0.0427 -0.0684 0.0356 -0.17
C -0.862 0.474 3.462 0.0785 0.0454 -0.0006 -0.21
O -0.269 -0.803 3.212 0.0132 -0.0222 -0.0884 -0.17
C 0.250 -1.347 4.429 -0.0344 -0.0437 0.0157 -0.20
H 0.155 -0.564 6.469 -0.0266 -0.0069 0.0038 0.11
H 1.146 0.385 5.355 0.0101 -0.0135 -0.0127 0.11
H -1.896 0.143 5.329 -0.0046 0.0037 -0.0098 0.11
H -0.958 1.640 5.310 0.0233 0.0071 -0.0029 0.11
H -0.212 1.250 3.044 -0.0252 0.0280 0.0151 0.12
H -1.828 0.523 2.957 0.0053 -0.0374 -0.0231 0.12
H -0.397 -2.172 4.747 0.0182 -0.0011 0.0325 0.12
H 1.250 -1.741 4.245 -0.0002 0.0119 -0.0523 0.12
```
Forces are in eV/Å.

Computed properties:
F_max   1.876 eV/Å
E_LUMO   -0.86 eV
SMILES string   CC1=C(CC(=O)O)C(=O)C=C([PH2]=N)C1=O.C1CCOC1.C1CCOC1.C1CCOC1.C1CCOC1.C1CCOC1.C1CCOC1
HOMO   -8.2 eV
Orbital gap   7.31 eV
Charge   0
E_tot   -2440.55473 a.u.